# 1
C54H53CoN3O4PSSb as an isolated structure in a non-equilibrium geometry, computed with ωB97M-V/def2-TZVPD.

Element x y z (Å)
C (2.211, 3.475, -3.465)
H (2.668, -4.026, -3.133)
C (5.813, 0.299, -1.295)
H (3.056, 1.594, 1.039)
C (2.580, -5.852, 2.143)
H (0.221, -5.724, -1.759)
H (-1.597, -1.985, 2.251)
H (-4.369, 2.134, -5.011)
H (-0.721, 4.485, -2.145)
H (2.293, -3.788, 2.665)
H (3.167, -6.089, 3.018)
C (-2.590, 3.960, 2.156)
C (-5.422, 0.675, 0.766)
H (2.561, -0.416, 5.671)
C (1.100, 4.266, -3.221)
C (2.286, -2.117, -2.258)
C (-3.247, 4.165, 4.836)
H (0.229, 0.244, -3.534)
C (3.839, 1.224, 0.390)
H (-3.451, 6.199, -2.375)
C (2.131, -3.091, -3.223)
H (0.970, 5.201, -3.747)
N (-2.075, -2.137, 1.375)
C (1.399, 1.859, -1.864)
H (3.141, 2.330, 3.404)
H (-2.298, -5.168, 1.694)
H (-3.149, 6.023, 2.013)
C (-3.170, -2.969, -0.308)
C (1.271, -2.883, -4.289)
O (1.165, -1.977, 1.543)
H (-3.750, 6.204, 4.402)
H (2.964, 3.778, -4.178)
H (-2.107, 1.919, 2.580)
H (-4.395, 6.394, -4.650)
H (-2.146, -0.077, -1.893)
H (-7.560, 0.677, 0.649)
C (-4.162, 3.027, -4.438)
C (-3.362, 4.059, -2.436)
C (2.350, 2.282, -2.786)
H (-4.013, -4.788, 1.737)
C (-4.317, 2.692, 0.080)
H (2.723, -7.819, 1.301)
H (3.210, 1.659, -2.983)
C (0.893, -2.822, 0.641)
C (-3.019, -4.374, 1.893)
H (0.427, 0.768, 5.238)
C (-4.255, 1.396, 0.567)
H (-2.676, 2.102, 4.970)
H (1.332, -7.286, -0.651)
C (0.847, -1.105, 4.543)
C (3.482, 0.467, -0.722)
C (-3.047, 5.162, 2.667)
H (-3.459, 1.941, -2.722)
C (-3.640, 5.307, -2.964)
H (0.574, 2.874, 3.661)
C (1.034, 2.009, 3.180)
O (0.286, -4.949, -1.187)
N (0.112, 0.156, 4.493)
C (5.163, 1.519, 0.662)
H (-2.911, -4.070, 2.932)
C (0.591, -1.683, -4.404)
N (-1.958, -1.229, 0.396)
H (-0.084, -1.522, -5.233)
H (-3.741, -3.610, -0.949)
H (2.901, -1.732, 4.550)
Sb (-2.572, 3.931, -0.209)
H (-5.599, 4.264, -0.599)
C (2.322, -6.822, 1.188)
C (-6.653, 1.246, 0.487)
H (0.486, -1.700, 5.384)
C (1.548, -6.520, 0.085)
P (1.675, 0.273, -0.987)
H (-3.299, 0.933, 0.777)
C (-6.719, 2.540, -0.005)
C (2.085, -4.574, 1.956)
C (-3.639, 2.916, -3.160)
C (-2.755, -0.978, -1.926)
S (-1.003, 2.030, -0.583)
C (2.389, 1.662, 3.829)
H (6.586, -0.061, -1.960)
H (-3.799, -0.701, -2.084)
C (0.156, 0.787, 3.262)
H (5.428, 2.101, 1.535)
C (0.262, 2.646, -1.635)
H (2.352, 1.873, 4.903)
C (-4.173, 5.418, -4.239)
C (4.487, 0.000, -1.565)
H (1.152, 2.248, 2.121)
C (6.156, 1.060, -0.189)
H (7.192, 1.308, 0.002)
H (-4.831, 4.359, -5.977)
H (-5.373, -0.339, 1.140)
C (1.610, -0.904, -2.370)
O (0.288, -2.482, -0.393)
C (-2.459, 2.859, 2.979)
H (4.243, -0.581, -2.444)
C (-3.379, 5.268, 4.008)
H (2.913, -2.296, -1.393)
C (-2.779, 2.965, 4.325)
H (3.914, 0.163, 3.580)
C (-5.551, 3.256, -0.206)
C (-2.784, -3.215, 0.992)
Co (0.037, -0.430, 0.436)
H (1.131, -3.660, -5.028)
C (1.335, -4.238, 0.835)
C (2.343, -0.803, 4.670)
H (-3.514, 4.239, 5.881)
C (2.823, 0.196, 3.605)
C (1.044, -5.235, -0.108)
H (0.669, -1.642, 3.611)
C (-2.622, -1.719, -0.642)
C (0.763, -0.693, -3.451)
H (2.473, -0.154, 2.630)
O (-0.433, 0.321, 2.297)
H (-7.676, 2.989, -0.238)
C (0.144, 3.858, -2.313)
C (-4.423, 4.276, -4.980)
H (-2.420, -1.598, -2.757)

Atoms 1-6, force components in eV/Å:
0.05 -0.02 -0.09
0.00 -0.07 0.03
0.15 -0.01 -0.05
-0.05 0.01 0.09
0.08 -0.01 0.12
0.07 0.01 0.17

Gap between HOMO and LUMO (spin up / spin down) (eV): 7.2 / 4.6
Net charge: 0
HOMO energy (spin up / spin down) (eV): -6.8 / -6.0
2S+1: 4
Calculated total energy (a.u.): -4917.2939
Lowest unoccupied orbital energy (spin up / spin down) (eV): 0.31 / -1.40
Relative energy (zero: lowest compared OMol25 entry of this formula, charge and spin) (kcal/mol): 0.0
Maximum force (eV/Å): 1.2



# 2
C54H55As2HgO3P2SSi as an isolated structure in a non-equilibrium geometry, computed with ωB97M-V/def2-TZVPD.

Element x y z (Å)
H (-1.116, 4.818, -1.137)
H (-3.894, 0.704, 5.378)
H (-5.662, -4.217, 0.871)
C (1.160, 2.234, -3.266)
C (4.217, 4.062, 3.792)
C (0.922, 4.622, -3.149)
C (-2.573, 1.229, -2.228)
H (-1.630, -4.262, 0.034)
C (-4.412, -1.729, -1.790)
O (4.008, 2.616, 0.793)
C (3.152, -3.412, -1.765)
C (-0.834, -4.265, -3.733)
C (1.249, 3.574, -5.280)
H (-1.924, 0.448, -2.601)
H (-2.423, 2.403, -4.017)
H (0.993, 5.690, -5.002)
H (-0.958, -4.737, 4.606)
H (5.276, 3.912, 3.625)
C (2.922, -0.170, -2.962)
H (-1.574, 0.287, 4.733)
H (5.386, 0.311, 2.558)
Si (-0.157, -0.460, 2.330)
C (1.930, 3.476, 3.390)
H (2.126, 6.174, 5.425)
H (-6.510, -4.368, -1.453)
C (2.527, -3.250, -0.528)
H (5.199, -3.988, 1.436)
C (-0.631, -2.953, 3.468)
C (-0.884, 4.155, -0.304)
C (-3.097, 1.106, -0.942)
C (1.507, 4.532, 4.189)
C (0.803, 0.027, 3.848)
C (-2.849, 2.332, -3.023)
C (3.801, 5.115, 4.595)
H (-1.661, 3.396, -0.220)
H (2.906, 4.814, -0.640)
H (3.267, 0.369, -3.843)
H (6.255, -4.346, -0.777)
C (-4.392, -2.543, 0.463)
H (-5.119, 0.064, 1.339)
C (5.220, -4.036, -0.708)
C (-5.792, -3.605, -1.182)
H (0.789, -2.981, -3.262)
C (-1.379, -4.268, -1.018)
C (1.303, 2.343, -4.652)
H (3.586, -0.004, -2.120)
H (2.111, 4.940, 0.923)
H (-5.690, -2.769, -3.156)
C (3.299, -3.448, 0.617)
C (-4.157, 3.256, -1.237)
C (2.446, 5.352, 4.798)
C (3.280, 3.228, 3.189)
H (-3.076, -5.467, -1.516)
H (5.939, 2.005, 2.499)
C (-3.654, 3.348, -2.528)
H (-4.072, -1.033, -2.548)
H (1.197, 2.833, 2.912)
C (5.154, 1.331, 2.844)
C (-0.575, -4.317, 3.684)
C (-3.656, 0.482, 4.345)
H (-5.695, 0.593, 3.669)
H (1.869, -0.037, 3.618)
H (0.776, 5.526, -2.569)
C (-0.150, -2.361, 2.287)
C (-3.004, -0.062, 1.688)
C (0.426, -4.585, 1.528)
C (4.477, -3.813, -1.857)
H (1.460, 1.454, -5.253)
H (0.449, 4.710, 4.338)
Hg (0.775, 0.488, 0.308)
C (-0.246, -3.595, -1.473)
H (4.537, 5.757, 5.063)
C (-0.018, -5.142, 2.710)
H (1.361, 3.638, -6.355)
C (-4.329, 0.153, 2.076)
S (3.642, 1.839, 2.023)
H (-0.358, -1.361, -3.429)
C (-5.316, -3.520, 0.118)
H (-4.252, 2.119, 0.567)
P (0.818, -2.565, -0.372)
H (-3.877, 4.213, -3.139)
C (1.944, 4.904, -0.148)
C (0.349, -3.205, 1.294)
C (-1.928, -4.972, -3.256)
H (0.594, -0.654, 4.675)
H (0.595, 1.047, 4.169)
H (-4.023, -2.499, 1.481)
H (-4.766, 4.057, -0.837)
C (-3.878, 2.149, -0.447)
C (-2.343, 0.243, 3.971)
H (-0.706, 0.198, -4.207)
C (4.627, -3.840, 0.529)
As (0.872, 3.330, -0.546)
H (4.930, -3.938, -2.832)
O (3.065, -0.297, 0.016)
C (-4.661, 0.429, 3.391)
C (-5.331, -2.709, -2.137)
H (0.729, -0.730, -4.686)
C (-0.019, -3.571, -2.853)
C (-2.206, -4.952, -1.899)
C (1.046, 4.721, -4.523)
H (2.878, -1.239, -3.172)
C (0.084, -0.458, -3.852)
C (0.981, 3.386, -2.503)
C (-1.980, -0.029, 2.643)
H (-1.065, -2.327, 4.241)
C (-3.941, -1.622, -0.482)
P (-2.607, -0.427, -0.060)
H (2.617, -3.220, -2.682)
H (5.023, 1.406, 3.922)
H (1.414, 5.801, -0.472)
H (-0.618, -4.244, -4.794)
H (-0.850, 4.733, 0.621)
H (-2.568, -5.517, -3.938)
H (0.837, -5.228, 0.758)
H (2.872, -3.277, 1.597)
H (0.058, -6.210, 2.871)
As (1.138, 0.442, -2.479)
O (3.909, -0.089, 0.987)

Atoms 1-6, force components in eV/Å:
0.01 0.03 0.02
0.01 -0.02 0.00
0.01 0.00 -0.01
-0.03 -0.07 -0.07
-0.02 0.07 -0.06
-0.01 -0.03 0.01

Gap between HOMO and LUMO (spin up / spin down) (eV): 7.4 / 7.0
Net charge: 0
HOMO energy (spin up / spin down) (eV): -6.8 / -6.4
2S+1: 2
Calculated total energy (a.u.): -8311.6437
Lowest unoccupied orbital energy (spin up / spin down) (eV): 0.55 / 0.54
Maximum force (eV/Å): 1.7



# 3
C54H56BrN3O6P3PtTe as an isolated structure in a non-equilibrium geometry, computed with ωB97M-V/def2-TZVPD.

Element x y z (Å)
C (4.809, -4.472, 3.660)
H (1.487, -5.362, -2.730)
H (-2.312, -2.938, 0.931)
H (-0.666, -2.406, 2.783)
H (-2.359, 7.736, -0.720)
C (-0.343, -3.446, 2.699)
C (-2.981, 2.510, -4.751)
H (4.900, -3.887, -0.577)
H (-3.226, 1.864, -1.872)
H (4.741, 1.088, -5.321)
C (-0.444, 4.947, -0.645)
P (0.937, -2.985, -0.938)
H (2.222, -6.304, -1.428)
C (0.250, -5.256, 1.070)
C (-0.775, 6.290, -0.758)
C (2.011, 0.868, 3.316)
H (5.657, -5.660, 5.231)
Br (2.991, -0.686, 1.220)
C (-0.959, -0.750, -2.571)
C (3.908, 0.911, -4.654)
H (1.041, 5.470, 5.250)
O (2.327, -3.727, -0.691)
C (-0.577, 4.705, 4.535)
H (-5.539, -1.094, 0.165)
C (-2.961, 4.464, -3.385)
H (-3.820, -1.222, 1.939)
C (4.424, -4.760, -1.027)
C (2.711, -0.368, 3.066)
P (0.368, 0.220, -1.829)
C (-1.822, -3.892, 0.720)
C (2.571, 1.574, -2.775)
H (-1.617, -1.603, -0.713)
C (5.161, -4.732, 4.976)
C (-2.284, 3.385, -3.932)
H (0.080, 4.273, 1.758)
O (-1.063, 2.594, 1.582)
C (-2.840, -2.227, -2.356)
H (3.882, -3.131, 2.283)
C (-0.395, -3.889, 1.246)
C (-3.363, 1.208, -1.021)
C (-2.403, 1.156, -0.014)
N (0.845, 2.694, 2.909)
C (-4.321, 4.585, -3.635)
H (-5.234, 0.459, -1.740)
C (-3.693, -0.540, 1.108)
H (-3.523, 3.686, 0.001)
C (1.759, 0.456, -2.954)
H (-4.882, 5.412, -3.212)
C (3.648, 1.799, -3.619)
H (1.307, -5.222, 1.330)
C (-2.750, 4.407, -0.235)
H (0.592, 4.643, -0.755)
C (3.869, -2.349, 4.300)
H (-1.006, -4.066, 3.303)
N (-5.011, 3.730, -4.387)
C (-4.340, 2.727, -4.943)
H (-2.388, -4.686, 1.209)
C (3.106, -0.210, -4.828)
Pt (0.824, 0.604, 0.378)
H (5.119, -5.199, -1.743)
H (0.670, -3.532, 3.093)
C (-1.140, 3.977, 3.489)
H (3.840, -2.464, -2.467)
H (-0.001, 7.021, -0.951)
H (5.035, -5.202, 2.898)
C (4.226, -2.630, 5.625)
H (-0.249, -5.968, 1.728)
C (3.162, -1.088, 4.100)
H (3.315, -0.907, -5.628)
H (0.149, -5.605, 0.042)
H (-4.110, 6.059, -0.240)
H (-1.849, 0.249, 1.859)
H (-0.546, -0.047, -4.566)
C (3.139, -4.375, -1.732)
H (4.218, -5.496, -0.254)
C (-1.362, 5.216, 5.556)
C (-3.315, 4.313, 4.495)
H (-2.385, -1.324, -5.587)
H (4.279, 2.665, -3.472)
H (-0.897, 5.775, 6.360)
C (2.045, -0.448, -3.970)
C (-1.793, -1.530, -1.779)
Te (-0.216, 3.048, -3.596)
N (1.267, 1.499, 2.481)
H (-3.342, 5.417, 6.337)
H (-1.826, -4.067, -0.356)
H (3.074, -6.125, -2.969)
O (0.064, -3.653, -1.913)
O (0.355, -2.851, 0.536)
C (-3.080, 5.749, -0.359)
H (-3.485, -2.835, -1.735)
H (5.135, -3.999, 6.994)
C (-2.517, 3.803, 3.482)
H (2.921, -0.607, 5.046)
C (4.868, -3.805, 5.964)
C (-3.056, -2.155, -3.724)
C (-4.657, -0.469, 0.110)
H (-4.914, 2.054, -5.570)
O (0.786, 4.907, 4.511)
H (1.228, 3.048, 3.773)
C (-2.097, 6.691, -0.626)
H (2.374, 2.263, -1.960)
C (-1.183, -0.663, -3.944)
P (-0.952, 2.250, -0.087)
C (4.167, -3.293, 3.313)
C (-0.283, 3.422, 2.353)
O (1.294, -1.492, -1.251)
H (-2.450, 5.204, -2.788)
H (-2.964, 3.251, 2.666)
C (2.429, -5.617, -2.251)
C (-2.733, 5.017, 5.537)
C (-2.225, -1.375, -4.517)
H (1.431, -1.329, -4.094)
C (-1.431, 3.994, -0.401)
H (2.139, 1.283, 4.314)
C (-2.575, 0.278, 1.057)
C (-0.418, 1.870, -1.854)
H (3.994, -1.906, 6.398)
H (2.497, -3.160, -3.383)
C (-4.493, 0.407, -0.953)
H (-2.493, 1.671, -5.229)
H (-3.867, -2.710, -4.175)
H (4.119, -3.834, -3.560)
H (-4.385, 4.160, 4.468)
C (3.416, -3.393, -2.852)

Atoms 1-6, force components in eV/Å:
-0.02 0.03 -0.05
0.00 0.04 -0.02
0.02 -0.03 0.00
-0.01 -0.01 0.00
0.01 0.01 0.00
-0.02 -0.01 -0.01

Gap between HOMO and LUMO (spin up / spin down) (eV): 5.5 / 5.5
Net charge: +1
HOMO energy (spin up / spin down) (eV): -10.2 / -10.2
2S+1: 1
Calculated total energy (a.u.): -6692.2843
Lowest unoccupied orbital energy (spin up / spin down) (eV): -4.70 / -4.70
Relative energy (zero: lowest compared OMol25 entry of this formula, charge and spin) (kcal/mol): 49.2
Maximum force (eV/Å): 3.3